1 | Computed, not measured: one molecule with the formula C2H5NO2, with the ωB97M-V functional and the def2-TZVPD basis.

Lowest unoccupied orbital energy (spin up / spin down) in eV: 0.5 / 0.4
HOMO level (spin up / spin down) in eV: -8.037 / -7.291
Gap between HOMO and LUMO (spin up / spin down) in eV: 8.50 / 7.71

The geometry in ORCA input format:
```
! wB97M-V def2-TZVPD RIJCOSX def2/J DEFGRID3
* xyz 0 1
C -0.31519 0.08841 -0.41092
C 1.02051 -0.50609 -0.19096
N -1.48552 0.02263 1.65364
O -1.30145 0.34929 0.40534
O -0.35800 0.78137 -1.58261
H 1.26310 -0.51061 0.86465
H 1.68813 0.07781 -0.80765
H 1.06165 -1.45943 -0.55178
H -0.73469 -0.48101 2.05607
H -0.83854 1.63762 -1.43577
*
```



2 | Computed, not measured: a 2-piece molecular cluster, C2H5NO2 overall, with the ωB97M-V functional and the def2-TZVPD basis.

Lowest unoccupied orbital energy in eV: 1.0
HOMO level in eV: -9.145
Gap between HOMO and LUMO in eV: 10.19

The geometry in ORCA input format:
```
! wB97M-V def2-TZVPD RIJCOSX def2/J DEFGRID3
* xyz 0 1
C -0.29767 -0.03265 -0.58474
N -1.07116 0.72558 0.34946
C 2.23394 0.43895 0.21824
O -0.20511 -1.37642 -0.23075
O 2.28521 -0.41185 0.93009
H 0.25724 -1.37836 0.62999
H -0.71858 0.03581 -1.58973
H -1.56201 0.13823 1.01849
H -1.79249 1.27333 -0.11385
H 0.87063 0.58739 -0.62720
*
```



3 | Computed, not measured: one molecule with the formula C2H5NO2, with the ωB97M-V functional and the def2-TZVPD basis.

SMILES string: [H]/N=C(/C)OO
Lowest unoccupied orbital energy in eV: 1.0
HOMO level in eV: -9.616
Gap between HOMO and LUMO in eV: 10.57

The geometry in ORCA input format:
```
! wB97M-V def2-TZVPD RIJCOSX def2/J DEFGRID3
* xyz 0 1
H 1.46440 0.02758 -1.56094
N 0.53546 -0.13429 -1.37022
C 0.13964 0.00766 -0.22917
C -1.12498 -0.22699 0.38014
O 1.15472 0.44342 1.00430
O 2.51901 0.49327 0.56450
H -1.43482 0.50427 1.19982
H -2.01922 -0.26773 -0.29475
H -1.17118 -1.19862 0.88664
H 2.99173 0.95469 1.28621
*
```



4 | Computed, not measured: a 2-piece molecular cluster, C2H5NO2 overall, with the ωB97M-V functional and the def2-TZVPD basis.

SMILES string: NC=O.C=O
Lowest unoccupied orbital energy in eV: 1.0
HOMO level in eV: -9.614
Gap between HOMO and LUMO in eV: 10.65

The geometry in ORCA input format:
```
! wB97M-V def2-TZVPD RIJCOSX def2/J DEFGRID3
* xyz 0 1
N -1.43429 -1.79054 -0.30913
C -1.65492 -0.47441 -0.61211
O -0.80500 0.38541 -0.58494
H -2.15052 -2.43736 -0.58315
H -0.61715 -2.04714 0.21739
H -2.71847 -0.16450 -0.74025
C 2.34428 1.63179 0.66454
O 2.02652 0.84951 -0.17660
H 3.08043 2.42241 0.43779
H 1.92912 1.62483 1.68645
*
```



Which one is most stable, and which one is least stable? 4 is the most stable of them, while 1 is the least stable.



1 | Computed, not measured: one molecule with the formula C2H5NO2, with the ωB97M-V functional and the def2-TZVPD basis.

SMILES string: CC(=O)NO
Lowest unoccupied orbital energy in eV: 0.8
HOMO level in eV: -9.723
Gap between HOMO and LUMO in eV: 10.54

The geometry in ORCA input format:
```
! wB97M-V def2-TZVPD RIJCOSX def2/J DEFGRID3
* xyz 0 1
C 1.38185 -0.18848 0.00449
C -0.00635 0.34839 -0.11663
O -0.23664 1.54895 -0.10926
N -1.07554 -0.52432 -0.27474
O -2.29937 0.08696 0.01831
H 1.79921 0.00423 0.99558
H 2.00935 0.36736 -0.73541
H 1.45165 -1.28314 -0.25248
H -1.01161 -1.38999 0.25140
H -2.01254 1.03003 0.21874
*
```



2 | Computed, not measured: one molecule with the formula C2H5NO2, with the ωB97M-V functional and the def2-TZVPD basis.

SMILES string: OC/C=N/O
Lowest unoccupied orbital energy in eV: 0.9
HOMO level in eV: -9.926
Gap between HOMO and LUMO in eV: 10.79

The geometry in ORCA input format:
```
! wB97M-V def2-TZVPD RIJCOSX def2/J DEFGRID3
* xyz 0 1
O -0.09640 0.15478 -2.02555
C -0.55563 -0.68933 -0.93343
C -0.07685 -0.33337 0.45063
N 0.69285 0.68651 0.74831
O 0.59463 1.08060 2.13182
H 0.04815 0.96961 -1.43978
H -1.59137 -0.75056 -1.01647
H -0.11731 -1.66845 -1.13253
H -0.51163 -0.97909 1.16952
H 1.61356 1.52929 2.04746
*
```



3 | Computed, not measured: a 2-piece molecular cluster, C2H5NO2 overall, with the ωB97M-V functional and the def2-TZVPD basis.

SMILES string: CN=C=O.O
Lowest unoccupied orbital energy in eV: 0.1
HOMO level in eV: -10.386
Gap between HOMO and LUMO in eV: 10.47

The geometry in ORCA input format:
```
! wB97M-V def2-TZVPD RIJCOSX def2/J DEFGRID3
* xyz 0 1
C -1.17668 0.80586 -0.82777
N 0.05639 -0.54083 -0.64254
C 0.68761 -1.59577 -0.69086
O 1.36284 -2.53959 -0.60201
H -1.60590 0.82694 -1.86422
H -1.75406 0.29148 -0.01461
H -0.61298 1.70285 -0.55739
O 1.14422 0.75184 1.78452
H 0.91543 0.27328 0.87449
H 0.98314 0.02394 2.54038
*
```



4 | Computed, not measured: one molecule with the formula C2H5NO2, with the ωB97M-V functional and the def2-TZVPD basis.

SMILES string: CN(O)C=O
Lowest unoccupied orbital energy in eV: 0.7
HOMO level in eV: -9.358
Gap between HOMO and LUMO in eV: 10.10

The geometry in ORCA input format:
```
! wB97M-V def2-TZVPD RIJCOSX def2/J DEFGRID3
* xyz 0 1
C -1.78484 -0.43945 0.09770
N -0.33755 -0.04692 -0.18561
O -0.18475 1.33440 -0.01189
C 0.77315 -0.77192 -0.05940
O 1.85148 -0.12757 0.11106
H -2.44075 0.25787 -0.67586
H -2.09224 -0.24670 1.26075
H -1.80438 -1.53771 -0.16093
H 0.82713 1.32339 0.03944
H 0.60944 -1.85485 -0.18729
*
```



Which one is most stable, and which one is least stable? 1 is the most stable of them, while 2 is the least stable.



1 | Computed, not measured: one molecule with the formula C2H5NO2, with the ωB97M-V functional and the def2-TZVPD basis.

SMILES string: CNC(=O)O
Lowest unoccupied orbital energy in eV: 0.7
HOMO level in eV: -9.745
Gap between HOMO and LUMO in eV: 10.45

The geometry in ORCA input format:
```
! wB97M-V def2-TZVPD RIJCOSX def2/J DEFGRID3
* xyz 0 1
C 0.47432 -1.93025 -0.17556
N -0.19610 -0.66755 -0.58992
C -0.13417 0.59917 0.02381
O -0.02495 1.61610 -0.68721
O -0.25696 0.68883 1.34542
H 1.58675 -1.92011 -0.27826
H 0.30135 -2.30030 0.82207
H -0.10381 -2.69321 -0.74649
H -0.31508 -0.49750 -1.56015
H 0.11785 1.63095 1.53700
*
```



2 | Computed, not measured: one molecule with the formula C2H5NO2, with the ωB97M-V functional and the def2-TZVPD basis.

Lowest unoccupied orbital energy in eV: 1.0
HOMO level in eV: -8.879
Gap between HOMO and LUMO in eV: 9.89

The geometry in ORCA input format:
```
! wB97M-V def2-TZVPD RIJCOSX def2/J DEFGRID3
* xyz 0 1
N -0.63207 1.90942 -0.46425
C -0.68262 0.70950 0.10954
O 0.32162 -0.00838 -0.43432
C 0.39012 -1.37450 -0.03165
O 0.25543 -1.56151 1.33386
H 0.03915 2.15783 -1.19008
H -1.29929 2.60572 -0.17561
H -0.40400 -1.94808 -0.51892
H 1.36434 -1.71285 -0.41175
H 0.63888 -0.79074 1.77412
*
```



3 | Computed, not measured: one molecule with the formula C2H5NO2, with the ωB97M-V functional and the def2-TZVPD basis.

SMILES string: NCC(=O)O
Lowest unoccupied orbital energy in eV: 0.7
HOMO level in eV: -10.002
Gap between HOMO and LUMO in eV: 10.75

The geometry in ORCA input format:
```
! wB97M-V def2-TZVPD RIJCOSX def2/J DEFGRID3
* xyz 0 1
N 0.42764 1.12404 -0.22506
C -0.62281 0.23383 0.23540
C -0.20838 -1.18355 -0.22773
O -0.53920 -1.78938 -1.19143
O 0.86424 -1.55058 0.57446
H 0.56207 1.95387 0.32787
H 0.36473 1.29564 -1.21555
H -0.57857 0.17149 1.31004
H -1.63374 0.45853 -0.13556
H 1.36402 -0.71388 0.54757
*
```



Which one is most stable, and which one is least stable? 1 is the most stable of them, while 2 is the least stable.



1 | Computed, not measured: a 2-piece molecular cluster, C2H5NO2 overall, with the ωB97M-V functional and the def2-TZVPD basis.

SMILES string: [H]/N=C\O.C=O
Lowest unoccupied orbital energy in eV: 0.6
HOMO level in eV: -10.490
Gap between HOMO and LUMO in eV: 11.04

The geometry in ORCA input format:
```
! wB97M-V def2-TZVPD RIJCOSX def2/J DEFGRID3
* xyz 0 1
H 0.07677 -0.18582 -1.52744
N -0.70303 0.41505 -1.23250
C -1.37069 -0.03709 -0.25766
O -1.26131 -1.20889 0.38637
H -2.32953 0.42093 -0.04095
H -0.37494 -1.59359 0.26994
C 1.42916 0.54342 0.57529
O 1.52978 -0.65322 0.52201
H 1.02494 1.09077 1.43832
H 1.97884 1.20845 -0.13337
*
```



2 | Computed, not measured: one molecule with the formula C2H5NO2, with the ωB97M-V functional and the def2-TZVPD basis.

SMILES string: CO[C@@H]1NO1
Lowest unoccupied orbital energy in eV: 1.0
HOMO level in eV: -9.950
Gap between HOMO and LUMO in eV: 10.91

The geometry in ORCA input format:
```
! wB97M-V def2-TZVPD RIJCOSX def2/J DEFGRID3
* xyz 0 1
C 0.05767 1.39565 -0.05444
O 0.52568 0.24381 0.59837
C -0.30695 -0.82693 0.48703
N 0.32706 -2.02277 -0.20523
O -0.76937 -1.20958 -0.77643
H 0.95823 1.96317 0.03722
H -0.75948 2.05450 0.51603
H -0.17631 1.21684 -1.23608
H -0.93805 -1.14722 1.37671
H 1.08152 -1.66746 -0.74319
*
```



Which one is most stable, and which one is least stable? 1 is the most stable of them, while 2 is the least stable.



1 | Computed, not measured: a 2-piece molecular cluster, C3H11NOS2 overall, with the ωB97M-V functional and the def2-TZVPD basis.

SMILES string: NCCCSS.O
Lowest unoccupied orbital energy in eV: 0.5
HOMO level in eV: -8.995
Gap between HOMO and LUMO in eV: 9.50

The geometry in ORCA input format:
```
! wB97M-V def2-TZVPD RIJCOSX def2/J DEFGRID3
* xyz 0 1
N 2.34053 1.99856 -0.90947
C 1.92837 0.62422 -0.78943
C 0.58623 0.44760 -0.04418
C 0.30883 -1.03305 0.26692
S -0.60484 -1.45706 1.72047
S -2.34753 -0.41659 1.78052
H 1.95943 2.51454 -1.68343
H 2.31312 2.51574 -0.04682
H 2.63064 0.08216 -0.15420
H 1.77799 0.19886 -1.74420
H -0.23144 0.98804 -0.52907
H 0.62029 0.95440 0.93039
H 1.29049 -1.37251 0.56699
H 0.04180 -1.54840 -0.63456
H -3.28268 -1.16269 1.15254
O 0.75394 1.40553 -4.66518
H 0.45747 2.30320 -4.77827
H 0.57328 1.09125 -3.77443
*
```



2 | Computed, not measured: a 2-piece molecular cluster, C3H11NOS2 overall, with the ωB97M-V functional and the def2-TZVPD basis.

SMILES string: NCCCSS.O
Lowest unoccupied orbital energy in eV: 0.5
HOMO level in eV: -8.183
Gap between HOMO and LUMO in eV: 8.70

The geometry in ORCA input format:
```
! wB97M-V def2-TZVPD RIJCOSX def2/J DEFGRID3
* xyz 0 1
N -1.78299 3.02718 -1.50094
C -0.82532 1.77762 -1.67665
C -0.76180 0.67464 -0.62237
C 0.50059 -0.21566 -0.91713
S 1.92026 -0.06764 0.25130
S 0.92598 -0.95456 1.81771
H -1.16560 3.76594 -1.64233
H -1.91813 3.00493 -0.46185
H -1.04313 1.34655 -2.69412
H 0.11501 2.24834 -1.74725
H -0.67952 1.13107 0.40925
H -1.65090 0.00713 -0.42181
H 0.04588 -1.21236 -1.13954
H 0.73635 0.00524 -2.06221
H 2.10975 -0.73389 2.67413
O -2.31584 -2.68241 0.45139
H -2.69036 -3.59225 0.63302
H -1.87246 -2.76599 -0.45917
*
```



Which one is most stable, and which one is least stable? 1 is the most stable of them, while 2 is the least stable.